No. 1
Formula: C18H21BBaClF6N9O8S5
Source: the OMol25 dataset
Level of theory: ωB97M-V/def2-TZVPD

The total energy comes out at -133172.107 eV. The frontier orbital gap is 6.6 eV. As for the net charge: -2. For the HOMO energy, the calculation gives -0.1015 Ha.

CARTESIAN COORDINATES (ANGSTROEM)
Ba1 0.420 0.900 0.112
Cl1 0.681 -4.175 -3.928
S1 -0.236 2.018 2.908
S2 0.147 0.441 -3.102
S3 -1.691 2.354 -2.332
S4 3.230 0.121 1.233
S5 5.513 3.581 -0.647
F1 0.629 -0.333 -5.573
F2 -0.570 1.451 -5.426
F3 -1.455 -0.473 -4.992
F4 -2.759 4.724 -2.431
F5 -0.636 4.757 -2.009
F6 -1.334 4.345 -4.016
O1 -1.871 2.311 -0.894
O2 -0.426 -5.111 -3.850
O3 1.235 -3.996 -2.603
O4 0.189 -2.908 -4.421
O5 1.691 -4.689 -4.818
O6 1.571 0.323 -3.031
O7 -2.728 1.846 -3.175
O8 -0.653 -0.456 -2.309
N1 -1.477 -0.608 2.069
N2 3.623 3.449 1.343
N3 -1.636 -0.273 3.411
N4 3.651 1.872 3.312
N5 -1.219 1.082 5.183
N6 2.541 0.078 3.863
N7 2.812 3.873 -0.639
N8 -0.210 1.951 -2.719
N9 -3.419 -1.232 -0.785
C1 3.362 1.944 4.655
C2 -1.084 0.816 3.818
C3 -1.587 4.152 -2.724
C4 -0.348 0.239 -4.898
C5 1.747 3.900 0.252
C6 2.673 0.835 5.007
C7 -2.569 -0.821 1.432
C8 2.272 3.649 1.474
C9 -3.384 -1.901 -1.934
C10 3.133 0.727 2.830
C11 2.710 4.077 -2.068
C12 -3.944 -0.501 1.926
C13 -2.475 -1.514 0.118
C14 -1.506 -3.204 -1.271
C15 1.810 -1.164 3.740
C16 -2.462 -2.897 -2.223
C17 -1.504 -2.491 -0.084
C18 3.975 3.616 0.040
B1 4.509 2.944 2.526
H1 5.511 2.441 2.107
H2 0.950 -1.040 3.084
H3 -2.461 -3.406 -3.177
H4 2.116 4.968 -2.272
H5 -4.382 0.241 1.256
H6 -3.911 -0.121 2.942
H7 -0.784 -2.697 0.698
H8 -1.394 0.253 5.731
H9 1.786 3.588 2.432
H10 -4.136 -1.622 -2.664
H11 -4.579 -1.387 1.868
H12 1.457 -1.452 4.729
H13 3.721 4.203 -2.449
H14 2.457 -1.939 3.332
H15 -0.489 1.680 5.536
H16 4.713 3.842 3.321
H17 2.258 0.520 5.948
H18 -0.762 -3.962 -1.468
H19 0.752 4.186 -0.048
H20 2.245 3.218 -2.554
H21 3.676 2.788 5.241

---

No. 2
Formula: C18H21ClINO13P
Source: the OMol25 dataset
Level of theory: ωB97M-V/def2-TZVPD

The total energy comes out at -77013.943 eV. The frontier orbital gap is 5.7 eV. As for the net charge: +1. For the HOMO energy, the calculation gives -0.4006 Ha.

CARTESIAN COORDINATES (ANGSTROEM)
I1 6.628 2.832 -3.034
Cl1 3.195 5.099 0.753
P1 1.888 3.553 0.230
O1 -1.277 2.804 4.156
O2 -0.301 -3.649 -2.211
O3 -2.745 -2.482 0.739
O4 2.001 -0.415 2.000
O5 1.897 -3.211 -1.997
O6 -2.727 4.410 3.569
O7 0.811 -2.695 -3.902
O8 -1.560 -2.977 2.596
O9 0.925 -0.359 -1.105
O10 -3.752 -3.461 2.480
O11 -0.091 1.670 -1.210
O12 -3.084 3.208 5.442
O13 1.744 2.537 1.553
N1 4.719 2.286 -2.455
C1 -2.588 -2.975 2.000
C2 -4.047 -2.865 0.286
C3 -1.599 4.552 2.707
C4 4.088 2.981 -1.514
C5 2.254 1.511 -1.704
C6 0.374 -0.717 0.173
C7 -1.289 -3.242 -3.161
C8 0.899 -3.190 -2.640
C9 0.889 0.975 -1.305
C10 4.173 1.221 -3.060
C11 -4.794 -3.076 1.581
C12 2.928 0.794 -2.696
C13 -2.429 3.451 4.487
C14 1.174 -1.680 2.490
C15 -0.913 3.214 2.840
C16 1.569 -1.272 0.994
C17 2.820 2.622 -1.096
C18 -0.477 -3.049 -4.418
H1 2.460 -0.081 -3.140
H2 -5.551 -3.854 1.509
H3 -0.981 5.378 3.067
H4 -5.260 -2.161 1.951
H5 -0.032 0.119 0.745
H6 4.709 0.680 -3.833
H7 2.289 1.761 1.324
H8 -1.289 2.478 2.123
H9 -0.384 -3.966 -5.002
H10 -3.961 -3.780 -0.303
H11 -0.870 -2.261 -5.057
H12 2.287 -1.913 0.473
H13 0.938 -1.050 3.362
H14 -4.488 -2.086 -0.332
H15 -2.060 -4.002 -3.268
H16 -1.914 4.766 1.688
H17 4.594 3.825 -1.053
H18 0.078 -1.646 2.145
H19 -1.751 -2.314 -2.813
H20 0.172 3.286 2.735
H21 -0.288 -1.586 0.111

---

No. 3
Formula: C18H21ClN2O4
Source: the OMol25 dataset
Level of theory: ωB97M-V/def2-TZVPD

The total energy comes out at -42700.246 eV. The frontier orbital gap is 8.5 eV. For the HOMO energy, the calculation gives -0.3023 Ha. The SMILES is CCOCCCNC(=O)c1cn2c3c(ccc(Cl)c3c1=O)O[C@@H](C)C2.

CARTESIAN COORDINATES (ANGSTROEM)
Cl1 -1.843 -3.015 -0.730
O1 -0.942 0.904 -3.948
O2 -1.231 -0.360 -0.916
O3 -0.004 -2.044 4.751
O4 0.765 3.104 0.348
N1 0.031 0.090 2.929
N2 -0.373 2.159 -1.363
C1 0.254 0.311 4.338
C2 -0.164 0.964 0.721
C3 -0.972 -3.425 3.106
C4 0.608 2.776 -3.538
C5 -0.429 -1.147 2.533
C6 -0.461 -2.194 3.473
C7 -0.171 -1.035 -5.239
C8 -0.849 -1.356 1.204
C9 2.262 -1.231 4.389
C10 -0.786 -0.250 0.222
C11 0.183 1.074 2.030
C12 0.871 -0.950 4.954
C13 -0.311 2.029 -4.514
C14 -0.177 -0.285 -3.908
C15 -1.413 -3.639 1.812
C16 -1.335 -2.632 0.866
C17 0.122 2.172 -0.119
C18 -0.137 3.242 -2.284
H1 -1.128 2.692 -4.816
H2 0.353 -1.979 -5.123
H3 0.928 -0.838 6.042
H4 0.915 1.169 4.470
H5 -0.870 1.338 -1.701
H6 2.641 -2.162 4.803
H7 1.441 2.138 -3.238
H8 -1.803 -4.601 1.525
H9 0.325 -0.457 -6.016
H10 -1.193 -1.232 -5.553
H11 -0.703 0.519 4.833
H12 0.455 3.987 -1.746
H13 0.257 1.753 -5.412
H14 -0.656 -0.896 -3.140
H15 -1.095 3.688 -2.574
H16 1.017 3.644 -4.057
H17 0.604 2.007 2.380
H18 2.940 -0.425 4.653
H19 0.854 -0.074 -3.593
H20 2.228 -1.325 3.305
H21 -1.006 -4.210 3.843

---

No. 4
Formula: C18H21ClN3O2S
Source: the OMol25 dataset
Level of theory: ωB97M-V/def2-TZVPD

The total energy comes out at -50906.385 eV. The frontier orbital gap is 8.6 eV. As for the net charge: +1. For the HOMO energy, the calculation gives -0.4163 Ha. The SMILES is C[N+]1(CC(=O)Nc2ccccc2Cl)CCN(C(=O)c2cccs2)CC1.

CARTESIAN COORDINATES (ANGSTROEM)
Cl1 1.501 2.866 -0.665
S1 2.937 -1.686 2.054
O1 -0.511 1.235 -1.847
O2 0.211 -4.060 2.964
N1 -1.496 2.730 -0.870
N2 -1.371 -0.749 -0.356
N3 0.059 -3.179 0.747
C1 -1.939 0.599 -0.212
C2 -1.671 4.892 -2.110
C3 0.667 -3.430 2.091
C4 -1.840 -1.299 -1.552
C5 1.259 5.149 -2.162
C6 -1.862 -1.768 0.649
C7 2.977 -4.016 3.229
C8 1.971 -3.220 2.330
C9 0.622 -2.328 0.056
C10 -0.898 3.812 -1.503
C11 0.200 -0.970 -0.243
C12 0.251 5.866 -2.813
C13 0.364 4.038 -1.433
C14 -1.160 1.541 -1.007
C15 -1.517 -3.160 0.816
C16 4.220 -2.189 2.834
C17 4.219 -3.348 3.403
C18 -1.278 5.787 -2.748
H1 -3.114 -1.694 0.905
H2 5.070 -1.432 2.977
H3 -1.702 -3.505 1.843
H4 -2.883 -1.487 -1.675
H5 0.856 6.966 -3.204
H6 -2.892 0.566 -0.234
H7 -2.247 3.013 0.084
H8 5.149 -3.900 3.877
H9 0.574 -2.924 -0.957
H10 -1.690 -3.825 0.066
H11 -1.358 0.873 0.814
H12 2.133 5.197 -1.940
H13 0.442 -0.455 -0.887
H14 -1.737 -1.265 1.775
H15 -2.877 4.759 -2.218
H16 -1.334 -2.369 -1.686
H17 1.677 -2.310 0.263
H18 2.758 -5.004 3.408
H19 0.315 -0.391 0.743
H20 -1.693 6.657 -3.154
H21 -1.360 -0.583 -2.451

---

No. 5
Formula: C18H21FN2
Source: the OMol25 dataset
Level of theory: ωB97M-V/def2-TZVPD

The total energy comes out at -24703.833 eV. The frontier orbital gap is 8.4 eV. For the HOMO energy, the calculation gives -0.2792 Ha. The SMILES is CCN1Cc2cccc(CNc3ccc(C)c(F)c3)c2C1.

CARTESIAN COORDINATES (ANGSTROEM)
F1 0.588 5.922 0.736
N1 0.362 -3.940 0.597
N2 -0.611 1.156 0.505
C1 0.978 -0.393 -0.350
C2 -1.553 6.617 -0.903
C3 -0.574 -4.883 2.718
C4 0.050 3.561 0.667
C5 1.356 0.090 -1.619
C6 0.746 0.614 0.704
C7 -0.852 2.519 0.240
C8 -0.184 4.877 0.316
C9 0.550 -2.575 1.155
C10 1.509 -2.186 -2.450
C11 -2.197 4.179 -0.891
C12 1.119 -2.646 -1.160
C13 0.851 -1.776 -0.131
C14 0.229 -5.167 1.442
C15 0.974 -4.073 -0.712
C16 -1.974 2.857 -0.504
C17 -1.315 5.194 -0.478
C18 1.546 -0.802 -2.692
H1 1.783 -0.473 -3.686
H2 -3.078 4.471 -1.428
H3 0.963 3.393 1.264
H4 -1.985 7.230 -0.127
H5 1.370 1.192 -1.791
H6 -0.353 -2.174 1.653
H7 -0.625 7.135 -1.213
H8 -0.040 -4.137 3.318
H9 -2.668 2.092 -0.832
H10 1.960 -4.536 -0.635
H11 -1.600 -4.560 2.516
H12 -2.265 6.628 -1.746
H13 -0.224 -5.962 0.823
H14 1.550 1.373 0.618
H15 1.277 -5.444 1.724
H16 1.403 -2.600 1.833
H17 0.842 0.108 1.698
H18 1.720 -2.892 -3.255
H19 -0.709 -5.785 3.357
H20 -1.293 0.505 0.101
H21 0.375 -4.710 -1.379

---

No. 6
Formula: C18H21I2N8SSr
Source: the OMol25 dataset
Level of theory: ωB97M-V/def2-TZVPD

The total energy comes out at -58793.805 eV. The frontier orbital gap (spin up / spin down) is 4.7 / 4.7 eV. As for the net charge: +1. For the HOMO energy (spin up / spin down), the calculation gives -0.3496 / -0.3497 Ha.

CARTESIAN COORDINATES (ANGSTROEM)
I1 -2.445 -6.471 -1.565
I2 0.145 -6.690 -1.042
Sr1 1.259 -3.474 -0.097
S1 1.395 -2.908 2.533
N1 -1.406 -3.188 -0.215
N2 1.537 -0.476 3.505
N3 1.673 -1.000 0.109
N4 -0.970 -2.729 -1.409
N5 1.793 0.801 3.614
N6 -3.037 -2.246 -1.118
N7 1.722 -0.433 1.236
N8 -2.640 -2.913 -0.033
C1 -4.383 -1.677 -1.221
C2 2.066 3.014 2.721
C3 1.854 1.531 -3.248
C4 1.594 -1.162 2.383
C5 2.791 3.966 2.014
C6 1.794 2.093 -1.978
C7 -4.524 -0.532 1.041
C8 1.736 -0.094 -0.991
C9 3.742 1.360 2.213
C10 1.736 1.293 -0.850
C11 3.981 3.616 1.398
C12 -2.008 -2.153 -1.965
C13 -4.521 -0.346 -0.473
C14 1.856 0.151 -3.390
C15 2.535 1.711 2.808
C16 -3.458 0.657 -0.912
C17 1.793 -0.654 -2.264
C18 4.455 2.312 1.509
H1 -4.735 0.417 1.533
H2 -3.557 -0.887 1.401
H3 1.798 3.169 -1.864
H4 1.696 1.729 0.138
H5 -2.039 -1.661 -2.921
H6 1.131 3.281 3.199
H7 1.797 -1.734 -2.384
H8 -5.070 -2.425 -0.828
H9 5.395 2.037 1.050
H10 4.546 4.354 0.845
H11 -5.500 0.037 -0.777
H12 -5.283 -1.250 1.355
H13 -3.420 0.766 -1.999
H14 1.534 1.153 4.522
H15 2.419 4.980 1.947
H16 1.905 2.165 -4.123
H17 4.121 0.351 2.303
H18 1.913 -0.296 -4.373
H19 -2.466 0.365 -0.557
H20 -4.577 -1.546 -2.285
H21 -3.673 1.639 -0.492